# 1
2 unconnected molecules or ions with the total composition C2H7N4O at a distorted geometry, computed with ωB97M-V with the def2-TZVPD basis set.

```
14
C2H7N4O, DFT ωB97M-V with the def2-TZVPD basis set
N -0.072 0.444 -0.240
H 0.087 2.128 -1.603
H 0.433 -0.348 -0.852
O 2.199 -3.899 0.149
H 2.772 -2.186 -0.196
N 0.840 -2.188 0.076
H -0.514 -0.142 2.899
H 0.097 -2.858 0.321
N 1.965 -2.740 -0.013
C -0.175 1.951 -0.525
C -0.275 -0.078 0.899
H 0.453 2.533 0.101
N -0.766 -0.240 1.962
H -1.142 2.408 -0.498
```

frontier orbital gap = 10.417 eV
DFT total energy = -374.260683 Eh
largest force on an atom = 2.96 eV/Å
HOMO energy = -14.66 eV
total charge = +1
ΔE to the lowest compared entry with this formula, charge and spin = 5.142 eV
spin multiplicity = 1

Listed below, in e, are the Löwdin charges computed for each atom:
1 N 0.046
2 H 0.116
3 H 0.196
4 O 0.077
5 H 0.172
6 N 0.088
7 H 0.113
8 H 0.115
9 N -0.244
10 C 0.025
11 C -0.205
12 H 0.080
13 N 0.336
14 H 0.085

***

# 2
A gas-phase ion, C2H7N4O (charge +1) at a distorted geometry, computed with ωB97M-V with the def2-TZVPD basis set.

```
14
C2H7N4O, DFT ωB97M-V with the def2-TZVPD basis set
C 0.633 0.658 1.456
H -1.251 -1.604 -0.426
N -0.123 -0.057 -0.780
H 1.074 1.684 1.610
H 1.390 -1.261 -0.977
N -0.788 -1.238 -1.229
C -0.533 0.699 0.498
H 0.414 0.211 2.312
N 1.263 -0.313 -0.575
H -2.268 0.989 -0.052
H 1.678 0.382 -1.308
N -1.683 1.044 0.772
H -1.432 -1.054 -2.114
O 1.627 -0.140 0.813
```

frontier orbital gap = 11.561 eV
SMILES = [H]/N=C1/CO[NH2+]N1N
DFT total energy = -374.237059 Eh
largest force on an atom = 5.76 eV/Å
HOMO energy = -15.33 eV
total charge = +1
ΔE to the lowest compared entry with this formula, charge and spin = 5.784 eV
spin multiplicity = 1

Listed below, in e, are the Löwdin charges computed for each atom:
1 C -0.046
2 H 0.086
3 N -0.128
4 H 0.170
5 H 0.202
6 N 0.082
7 C -0.284
8 H 0.096
9 N 0.088
10 H 0.088
11 H 0.249
12 N 0.224
13 H 0.177
14 O -0.003

***

# 3
A gas-phase ion, C2H7N4P (charge +2) at a distorted geometry, computed with ωB97M-V with the def2-TZVPD basis set.

```
14
C2H7N4P, DFT ωB97M-V with the def2-TZVPD basis set
H -1.584 -0.220 1.637
H -3.055 0.102 0.995
C 0.958 1.242 -0.407
N 1.612 -0.024 -0.225
P -1.558 0.033 -0.794
H 2.691 -0.166 -0.233
H 1.713 2.144 -0.636
H -0.581 -2.188 -1.001
N -2.114 -0.042 0.758
H 1.774 -2.002 -0.582
H -0.550 2.269 -0.970
C 0.991 -1.224 -0.420
N -0.279 1.307 -0.673
N -0.307 -1.308 -0.690
```

frontier orbital gap = 9.590 eV
SMILES = NP1NC=[NH+]C=[NH+]1
DFT total energy = -640.142137 Eh
largest force on an atom = 4.77 eV/Å
HOMO energy = -19.64 eV
total charge = +2
ΔE to the lowest compared entry with this formula, charge and spin = 0.573 eV
spin multiplicity = 1

Listed below, in e, are the Löwdin charges computed for each atom:
1 H 0.112
2 H 0.054
3 C -0.037
4 N 0.107
5 P 1.035
6 H 0.233
7 H 0.236
8 H 0.107
9 N -0.132
10 H 0.197
11 H 0.170
12 C -0.039
13 N -0.037
14 N -0.006

***

# 4
2 unconnected molecules or ions with the total composition C2H7N5 at a distorted geometry, computed with ωB97M-V with the def2-TZVPD basis set.

```
14
C2H7N5, DFT ωB97M-V with the def2-TZVPD basis set
H 1.698 -1.427 0.288
C -0.850 0.723 1.295
C -1.720 -0.821 -0.580
N -3.861 0.014 -0.098
N -4.854 0.324 0.215
H 0.065 1.331 1.293
N 1.279 -0.755 -0.392
N -2.981 -0.630 -0.579
H -1.530 1.618 0.913
H -1.152 0.343 2.254
H 1.531 -1.089 -1.287
H -1.335 -1.306 -1.551
N -0.904 -0.113 0.185
H 1.604 0.189 -0.171
```

frontier orbital gap (spin up / spin down) = 7.298 / 7.348 eV
DFT total energy = -353.233376 Eh
largest force on an atom = 4.35 eV/Å
HOMO energy (spin up / spin down) = -20.41 / -20.26 eV
total charge = +2
ΔE to the lowest compared entry with this formula, charge and spin = 4.316 eV
spin multiplicity = 1

Listed below, in e, are the Löwdin charges computed for each atom:
1 H 0.154
2 C 0.000
3 C -0.075
4 N -0.028
5 N 0.436
6 H 0.133
7 N 0.331
8 N 0.167
9 H 0.207
10 H 0.122
11 H 0.106
12 H 0.205
13 N 0.121
14 H 0.120